[1]
2 unconnected molecules or ions with the total composition C4H14N2 in a non-equilibrium geometry, computed with ωB97M-V/def2-TZVPD.

LUMO energy (spin up / spin down) = 4.3 / 4.2 eV
Maximum force = 1.4 eV/A
2S+1 = 2
⟨S²⟩ = 0.75
E_tot = -270.22957 hartree
E_HOMO (spin up / spin down) = 1.398 / -4.932 eV
Net charge = -1
Energy relative to the best compared isomer or geometry (same formula, charge and spin) = 17.1 kJ/mol

Last column: Löwdin spin population.
CARTESIAN COORDINATES (ANGSTROEM)
C1 0.79282 2.60464 -1.62230  0.108
C2 0.44339 2.41161 -0.13938  0.096
C3 1.44043 1.63360 0.70689  0.136
H1 1.23746 1.70073 -2.05996  0.032
H2 1.50643 3.41688 -1.75640  0.009
H3 -0.11293 2.80591 -2.20160  0.021
H4 -0.53150 1.91922 -0.13793  0.042
H5 0.19770 3.39400 0.25709  0.009
H6 2.21866 1.18975 0.07375  0.024
H7 2.04958 2.30315 1.34381  0.015
H8 0.94558 0.92525 1.37338  0.040
N1 -1.53713 -1.68094 1.04552  0.077
C4 -1.59082 -2.85621 0.24629  0.143
N2 -0.35768 -3.61190 0.02885  0.055
H9 -1.34379 -1.71973 2.03173  0.046
H10 -1.20710 -0.81142 0.65149  0.044
H11 -2.29644 -3.57356 0.65923  0.008
H12 -2.05672 -2.60682 -0.71446  0.028
H13 -0.14578 -4.33828 0.68970  0.015
H14 0.34783 -3.10588 -0.47570  0.053

[2]
A molecular structure, C4H11N2 in a non-equilibrium geometry, computed with ωB97M-V/def2-TZVPD.

LUMO energy = -8.0 eV
Maximum force = 6.0 eV/A
E_tot = -268.08801 hartree
E_HOMO = -15.382 eV
Net charge = +1
Energy relative to the best compared isomer or geometry (same formula, charge and spin) = 569.4 kJ/mol

Last column: Löwdin charge in e.
CARTESIAN COORDINATES (ANGSTROEM)
C1 -1.75232 0.48779 -0.04911  -0.066
C2 -1.16484 -0.56953 -1.14555  -0.145
C3 0.32351 -0.71337 -0.74203  -0.319
C4 1.21538 0.32230 -1.13318  0.101
N1 2.59678 -0.00282 -0.95882  0.198
N2 0.78122 -1.88689 -0.17749  0.220
H1 -2.49730 1.19868 -0.47931  0.085
H2 -0.93759 1.11571 0.35249  0.065
H3 -2.30463 0.04638 0.78339  0.074
H4 -1.29301 -0.10751 -2.22159  0.154
H5 -1.63401 -1.55654 -1.08151  0.102
H6 0.99174 1.01753 -1.95232  0.167
H7 3.15833 0.48494 -0.28301  0.143
H8 -0.25265 1.59964 4.59833  -0.006
H9 2.57818 -0.99885 -0.89965  0.083
H10 -0.07375 -2.36802 0.30546  0.138
H11 0.26494 1.93056 5.08388  0.006

[3]
2 unconnected molecules or ions with the total composition C10H23IN3O in a non-equilibrium geometry, computed with ωB97M-V/def2-TZVPD.

LUMO energy = -2.7 eV
Maximum force = 1.0 eV/A
E_tot = -931.79986 hartree
E_HOMO = -12.133 eV
Net charge = +1

Last column: Löwdin charge in e.
CARTESIAN COORDINATES (ANGSTROEM)
N1 3.17208 -1.19511 2.80518  0.252
C1 2.61573 -0.40264 1.91414  -0.357
N2 2.91190 0.92428 1.79238  0.105
C2 2.14774 1.46314 0.63880  -0.090
C3 1.72106 0.16814 -0.07792  -0.072
N3 1.74885 -0.83452 0.98352  -0.015
C4 0.60950 -1.71600 1.27482  -0.120
C5 -0.68826 -0.95215 1.42142  -0.310
C6 -0.74719 -0.04113 2.63822  -0.630
I1 -2.73000 0.77585 2.72575  0.861
H1 3.02173 -2.18285 2.72734  0.133
H2 3.78912 -0.85980 3.52018  0.139
H3 2.85389 1.44787 2.65141  0.154
H4 1.33833 2.06741 1.03774  0.116
H5 2.80816 2.05520 0.02301  0.123
H6 0.80260 0.20532 -0.64842  0.093
H7 2.54664 -0.06703 -0.74580  0.136
H8 0.50887 -2.42641 0.45794  0.130
H9 0.80049 -2.31070 2.16301  0.123
H10 -1.47874 -1.69130 1.53297  0.109
H11 -0.93668 -0.40270 0.51738  0.073
H12 -0.61541 -0.57792 3.56907  0.045
H13 -0.10142 0.82592 2.58846  0.019
C7 -2.90624 1.43019 -1.34037  -0.068
C8 -1.43227 1.46083 -1.71160  -0.256
O1 -0.76634 0.20966 -1.59249  -0.260
C9 -1.26707 -0.84280 -2.40865  -0.258
C10 -1.21003 -0.55228 -3.89652  -0.063
H14 -2.99984 1.03385 -0.33150  0.010
H15 -3.31361 2.44006 -1.37531  0.089
H16 -3.50289 0.80752 -2.00709  0.077
H17 -0.90582 2.11892 -1.01586  0.118
H18 -1.28766 1.88397 -2.71030  0.116
H19 -2.28519 -1.10632 -2.10441  0.117
H20 -0.63831 -1.70412 -2.18100  0.118
H21 -1.83457 0.29697 -4.17385  0.074
H22 -1.56149 -1.41815 -4.45650  0.086
H23 -0.18767 -0.33119 -4.20517  0.086

[4]
2 unconnected molecules or ions with the total composition C3H10OS2, computed with ωB97M-V/def2-TZVPD.

LUMO energy = 0.6 eV
Maximum force = 1.0 eV/A
E_tot = -991.90993 hartree
E_HOMO = -9.171 eV
Net charge = 0
Energy relative to the best compared isomer or geometry (same formula, charge and spin) = 4.5 kJ/mol

Last column: Löwdin charge in e.
CARTESIAN COORDINATES (ANGSTROEM)
C1 1.31421 -0.01416 -2.16817  -0.104
C2 0.94485 -0.61070 -0.80412  -0.331
C3 -0.45158 -0.17126 -0.36583  -0.618
S1 -1.01001 -1.13375 1.03899  0.431
S2 -2.80991 -0.23467 1.46106  0.329
H1 0.44011 0.44843 -2.64893  0.074
H2 1.69885 -0.76172 -2.84815  0.064
H3 2.08415 0.74892 -2.08127  0.069
H4 1.01634 -1.69691 -0.82757  0.093
H5 1.65093 -0.27463 -0.03928  0.103
H6 -0.41986 0.90700 -0.15298  0.087
H7 -1.16520 -0.28106 -1.18715  0.070
H8 -3.55769 -0.83924 0.51952  -0.195
O1 -0.08124 1.59643 3.16145  -0.083
H9 -0.03882 0.65849 2.93827  -0.023
H10 0.38484 1.65886 4.00414  0.035

[5]
14 unconnected molecules or ions with the total composition H28O14 in a non-equilibrium geometry, computed with ωB97M-V/def2-TZVPD.

LUMO energy = -0.5 eV
Maximum force = 7.9 eV/A
E_tot = -1069.93401 hartree
E_HOMO = -9.417 eV
Net charge = 0
Energy relative to the best compared isomer or geometry (same formula, charge and spin) = 700.9 kJ/mol

Last column: Löwdin charge in e.
CARTESIAN COORDINATES (ANGSTROEM)
H1 0.41282 0.44606 -0.54700  -0.006
H2 1.54186 -0.63847 -0.36108  0.046
H3 -2.53934 2.75787 -0.39849  0.007
H4 -1.70994 3.38675 -1.57445  0.071
H5 -2.99478 0.32647 1.37038  -0.021
H6 -4.46412 0.37174 1.76289  0.001
H7 1.58892 2.58640 -0.11410  -0.022
H8 2.97919 2.39069 0.30894  0.094
H9 4.59839 1.34354 -1.96877  0.092
H10 4.41645 0.23864 -1.05942  0.033
H11 4.99960 0.24988 0.98428  0.050
H12 4.10878 -0.86533 0.30401  -0.006
H13 -2.74041 -3.71272 1.48476  0.056
H14 -1.50503 -2.90229 2.09855  -0.022
H15 -3.64290 0.70284 -2.13218  -0.038
H16 -3.23534 -0.66329 -1.67462  0.040
H17 0.35724 -3.07597 0.77772  0.017
H18 1.23259 -4.25460 0.54715  0.062
H19 -1.81590 4.02457 1.52593  0.029
H20 -0.46710 4.64062 2.01545  0.051
H21 -1.15988 -2.29563 -2.43844  0.077
H22 -2.18229 -1.46237 -2.81732  -0.002
H23 0.33646 0.99995 2.92820  0.052
H24 1.07790 0.64761 1.70307  -0.070
H25 0.90161 -1.82801 -2.40863  0.030
H26 2.11369 -1.37693 -3.00038  -0.020
H27 -0.83584 1.04535 0.40421  0.069
H28 -1.45078 0.45594 -0.85075  -0.003
O1 0.58748 -0.45192 -0.38039  -0.116
O2 -2.56997 2.96065 -1.33513  -0.050
O3 -3.73743 -0.18454 1.63943  -0.012
O4 2.34690 2.19674 -0.45481  -0.064
O5 4.44074 1.21419 -0.98597  -0.096
O6 4.61651 -0.65467 1.07399  -0.050
O7 -2.20119 -3.47922 2.26531  -0.033
O8 -3.93755 -0.15642 -2.18036  -0.035
O9 1.30130 -3.26756 0.64447  -0.067
O10 -0.97476 3.81565 1.95107  -0.059
O11 -1.53522 -1.43835 -2.17788  -0.008
O12 0.98200 0.36764 2.55353  -0.007
O13 1.80528 -1.57968 -2.18987  -0.002
O14 -1.11433 0.21506 -0.03214  -0.066

[6]
3 unconnected molecules or ions with the total composition C16H39BN2O5 in a non-equilibrium geometry, computed with ωB97M-V/def2-TZVPD.

LUMO energy = 0.3 eV
Maximum force = 4.0 eV/A
E_tot = -1143.47988 hartree
E_HOMO = -8.134 eV
Net charge = 0
Energy relative to the best compared isomer or geometry (same formula, charge and spin) = 211.9 kJ/mol

Last column: Löwdin charge in e.
CARTESIAN COORDINATES (ANGSTROEM)
C1 5.19378 -0.86019 -1.62031  0.041
C2 4.46643 -0.82564 -2.92578  -0.587
O1 4.67521 -1.60762 -3.75772  0.165
O2 3.56972 0.16791 -3.05695  -0.006
C3 2.24940 -0.29254 -3.41602  -0.049
B1 1.24462 -0.29073 -2.18343  -0.399
O3 1.11225 0.74004 -1.34029  0.194
C4 0.37555 -1.60124 -1.89520  -0.116
O4 1.12446 -2.44328 -1.02792  -0.136
O5 1.86550 -3.39456 -1.75184  -0.019
H1 6.19249 -1.17462 -1.83365  0.084
H2 4.70530 -1.57347 -0.98635  0.093
H3 5.21783 0.11323 -1.16118  0.082
H4 2.30490 -1.29022 -3.82350  0.098
H5 1.85817 0.31448 -4.21986  0.127
H6 1.88633 1.31849 -1.34406  0.113
H7 0.11892 -2.07164 -2.84387  0.118
H8 -0.56279 -1.38363 -1.41162  0.104
H9 1.96031 -3.06657 -2.65766  0.077
C5 3.52570 5.00442 4.48638  -0.091
C6 2.60463 4.87003 3.28257  -0.277
N1 3.12654 3.97856 2.26601  -0.201
C7 2.43499 4.08144 0.99465  -0.252
C8 0.95411 3.68621 0.94289  -0.085
C9 3.44266 2.63230 2.70992  -0.247
C10 2.32777 1.80761 3.36470  -0.079
H10 4.53479 5.27696 4.17536  0.080
H11 3.15358 5.78494 5.15095  0.072
H12 3.57922 4.08159 5.06553  0.064
H13 2.49234 5.86118 2.83525  0.117
H14 1.60372 4.57043 3.63045  0.102
H15 2.98605 3.49569 0.25188  0.104
H16 2.52101 5.11934 0.65682  0.110
H17 0.81854 2.60733 1.00609  0.048
H18 0.52398 4.00532 -0.00933  0.072
H19 0.37330 4.15851 1.73521  0.067
H20 4.27370 2.69754 3.41776  0.101
H21 3.84831 2.07460 1.86188  0.110
H22 1.79295 2.37191 4.12976  0.066
H23 2.76058 0.93112 3.85116  0.073
H24 1.60396 1.44303 2.63751  0.055
C11 -7.12938 -3.51207 -0.94705  -0.092
C12 -5.65222 -3.82186 -0.75218  -0.277
N2 -4.78239 -2.91458 -1.47343  -0.201
C13 -3.40812 -3.37545 -1.56148  -0.251
C14 -2.60652 -3.51575 -0.26243  -0.083
C15 -4.96188 -1.50412 -1.18035  -0.249
C16 -4.82256 -1.04640 0.27693  -0.082
H25 -7.37819 -3.45548 -2.00736  0.079
H26 -7.73465 -4.30074 -0.49866  0.072
H27 -7.41627 -2.57214 -0.47344  0.064
H28 -5.47013 -4.83212 -1.12784  0.118
H29 -5.43188 -3.84670 0.32652  0.102
H30 -2.86380 -2.71654 -2.24473  0.102
H31 -3.42064 -4.35101 -2.05833  0.111
H32 -2.32567 -2.54653 0.14855  0.051
H33 -1.67910 -4.05693 -0.46235  0.073
H34 -3.15068 -4.07393 0.49965  0.067
H35 -5.95503 -1.21030 -1.53182  0.101
H36 -4.27022 -0.93073 -1.80270  0.112
H37 -5.38738 -1.67847 0.96328  0.066
H38 -5.20969 -0.03031 0.37849  0.071
H39 -3.78438 -1.02611 0.60455  0.053